Record 1
ORCA calculation (ωB97M-V/def2-TZVPD) on a structure of composition C13H28AgBrGaIO2 at a distorted geometry.

The HOMO-LUMO gap is 0.2501 hartree. Its total energy is -152545.1489 eV. The value obtained for the HOMO energy is -8.037 eV.

Geometry (Å):
C 5.537 0.130 0.056
C 4.469 -0.952 -0.070
O 3.183 -0.356 0.078
C 2.038 -1.261 0.137
C 0.845 -0.550 0.781
Ga -0.769 -0.152 -0.467
C -2.254 0.544 0.707
C -1.786 1.040 2.088
C -1.820 -0.091 3.108
O -1.038 0.228 4.260
C -1.158 -1.778 -1.611
C -2.604 -2.129 -1.941
C -3.339 -2.853 -0.818
Br -3.669 -0.530 -2.420
C 0.183 1.279 -1.709
I -0.358 1.347 -3.773
C 0.200 2.717 -1.164
C -1.182 3.389 -1.101
H 6.257 0.086 -0.762
H 5.062 1.118 0.022
H 6.086 0.066 0.996
H 4.526 -1.458 -1.040
H 4.570 -1.716 0.709
H 1.851 -1.567 -0.901
H 2.360 -2.159 0.678
H 1.230 0.419 1.156
H 0.558 -1.023 1.722
H -2.843 1.320 0.212
H -2.955 -0.291 0.842
H -0.760 1.430 2.069
H -2.410 1.858 2.469
H -1.418 -1.006 2.658
H -2.860 -0.299 3.386
H -1.541 0.040 5.061
H -0.583 -1.707 -2.541
H -0.757 -2.645 -1.065
H -2.679 -2.708 -2.863
H -3.704 -2.163 -0.057
H -4.202 -3.404 -1.199
H -2.655 -3.559 -0.338
H 1.208 0.873 -1.794
H 0.873 3.358 -1.761
H 0.589 2.710 -0.113
H -1.402 3.793 -0.111
H -1.259 4.203 -1.823
H -1.953 2.653 -1.336
Ag 2.334 1.754 -0.415

=====

Record 2
ORCA calculation (ωB97M-V/def2-TZVPD) on the ion C4H8IN4 with charge +1 at a distorted geometry.

The energy above the lowest of the compared OMol25 structures with the same formula, charge and spin is 284.39 kJ/mol. Its SMILES is CC[C@@H](I)n1cnn[nH+]1. The HOMO-LUMO gap is 0.3466 hartree. As for the net charge: +1. Its total energy is -18329.1752 eV. The value obtained for the HOMO energy is -14.132 eV.

Geometry (Å):
C 2.406 0.228 0.060
C 1.063 -0.336 0.632
C 0.040 -0.714 -0.521
I -0.258 -2.861 -0.415
N -1.226 0.019 -0.246
C -1.305 1.297 -0.537
N -2.559 1.658 -0.125
N -3.149 0.642 0.362
N -2.334 -0.386 0.304
H 2.240 0.571 -0.970
H 2.687 1.096 0.668
H 3.167 -0.555 0.129
H 0.607 0.450 1.256
H 1.190 -1.205 1.284
H 0.447 -0.450 -1.500
H -0.527 1.890 -1.001
H -2.488 -1.344 0.620

=====

Record 3
ORCA calculation (ωB97M-V/def2-TZVPD) on an isolated molecule of C4H6O2 at a distorted geometry.

The energy above the lowest of the compared OMol25 structures with the same formula, charge and spin is 133.71 kJ/mol. Its SMILES is CC(=O)CC=O. The HOMO-LUMO gap is 0.3853 hartree. Its total energy is -8339.0753 eV. The value obtained for the HOMO energy is -9.825 eV.

Geometry (Å):
C 1.734 0.428 -0.243
C 0.260 0.735 0.042
O -0.096 1.733 0.626
C -0.587 -0.480 -0.172
C -2.070 -0.471 0.178
O -2.836 -1.310 -0.238
H 1.969 -0.596 -0.579
H 2.306 0.617 0.670
H 2.046 1.118 -1.020
H -0.405 -1.045 -1.089
H 0.131 -0.940 0.536
H -2.438 0.362 0.809

=====

Record 4
ORCA calculation (ωB97M-V/def2-TZVPD) on a cluster of 2 separate species, C10H18N3O in total at a distorted geometry.

The energy above the lowest of the compared OMol25 structures with the same formula, charge and spin is 428.26 kJ/mol. The HOMO-LUMO gap is 0.2800 hartree. As for the net charge: +1. Its total energy is -17170.6348 eV. The value obtained for the HOMO energy is -11.071 eV.

Geometry (Å):
C -3.197 1.524 -0.380
C -3.956 -0.430 -0.029
C -2.642 -0.432 0.348
C -0.065 2.153 -0.170
C -4.833 -1.620 -0.291
C -1.762 -1.565 0.736
C 4.345 0.954 -0.647
C 3.501 -0.690 1.020
C -0.879 1.416 0.517
C 3.150 0.450 0.021
N -4.258 0.808 -0.487
N -2.128 0.914 0.175
N 2.119 -0.076 -0.896
O 0.701 2.741 -0.810
H -3.218 2.490 -0.775
H 1.729 0.734 -1.390
H -5.866 -1.372 -0.325
H -4.673 -1.979 -1.340
H -4.670 -2.324 0.527
H -0.733 -1.360 0.329
H -1.652 -1.666 1.807
H -2.119 -2.504 0.456
H 4.036 1.367 -1.633
H 5.012 1.710 -0.093
H 5.094 0.261 -0.823
H 4.154 -1.473 0.639
H 2.522 -1.190 1.488
H 4.225 -0.197 1.819
H -0.533 1.307 1.585
H 2.598 1.245 0.586
H 2.639 -0.560 -1.580
H 1.361 -0.635 -0.382

=====

Record 5
ORCA calculation (ωB97M-V/def2-TZVPD) on a structure of composition C7H23NPSn at a distorted geometry.

The HOMO-LUMO gap (alpha / beta) is 0.1126 / 0.1127 hartree. As for the net charge: -1. Its total energy is -24238.3303 eV. The value obtained for the HOMO energy (alpha / beta) is 0.166 / 0.164 eV.

Geometry (Å):
C 0.786 2.710 -3.473
Sn 0.641 1.676 -1.596
N 0.941 -0.510 -2.957
H -0.447 2.863 -0.911
H 2.242 1.561 -0.926
H 0.974 3.773 -3.258
H -0.164 2.592 -4.011
H 1.620 2.272 -4.037
H 0.126 -1.122 -3.026
H 1.716 -1.051 -2.558
H 1.213 -0.229 -3.902
C -1.845 -2.470 0.111
C -1.721 -1.204 0.937
P -0.471 -0.023 0.291
C -0.623 1.371 1.504
C -0.895 1.091 2.980
C 1.114 -0.951 0.603
C 1.339 -1.617 1.946
H -2.110 -2.234 -0.928
H -2.650 -3.082 0.527
H -0.926 -3.066 0.125
H -2.680 -0.663 0.947
H -1.445 -1.437 1.979
H 0.268 2.008 1.402
H -1.473 1.966 1.124
H -0.041 0.605 3.474
H -1.049 2.065 3.470
H -1.808 0.500 3.118
H 1.141 -1.730 -0.183
H 1.947 -0.267 0.386
H 0.560 -2.351 2.190
H 2.294 -2.158 1.892
H 1.431 -0.888 2.762

=====

Record 6
ORCA calculation (ωB97M-V/def2-TZVPD) on a cluster of 2 separate species, C2H2NO5P in total at a distorted geometry.

The energy above the lowest of the compared OMol25 structures with the same formula, charge and spin is 147.50 kJ/mol. The HOMO-LUMO gap is 0.2033 hartree. As for the net charge: -2. Its total energy is -23123.0067 eV. The value obtained for the HOMO energy is 1.230 eV.

Geometry (Å):
C -0.434 -0.476 -0.365
C 1.714 -0.705 -0.737
N -0.425 -1.044 0.770
O 2.166 1.354 1.064
O 4.007 0.892 -0.660
O -1.142 0.043 -1.159
O 1.919 -1.534 -1.608
O 3.723 -0.757 1.273
P 3.073 0.126 0.291
H 1.745 0.788 1.662
H -1.325 -1.470 0.967

=====

Record 7
ORCA calculation (ωB97M-V/def2-TZVPD) on a structure of composition C20H37N2NdO2P2Si at a distorted geometry.

The HOMO-LUMO gap (alpha / beta) is 0.1759 / 0.1806 hartree. As for the net charge: +2. The spin multiplicity is 4. Its total energy is -70133.2005 eV. The value obtained for the HOMO energy (alpha / beta) is -12.319 / -12.436 eV. Its expectation value of S² is 3.7638.

Geometry (Å):
Nd 0.339 0.487 -0.569
P 2.181 -1.681 -0.009
C 2.056 -1.910 -1.772
C 0.864 -1.933 -2.574
N -0.308 -1.313 -2.122
C -1.465 -1.580 -2.767
C -1.520 -2.466 -3.849
C -0.335 -2.978 -4.397
C 0.861 -2.649 -3.788
C -2.733 -0.914 -2.225
P -2.604 0.736 -1.436
H 1.829 -2.989 -4.152
H -2.479 -2.716 -4.323
H -0.333 -3.630 -5.267
H -3.436 -0.767 -3.072
H -3.218 -1.585 -1.503
H 2.980 2.744 -2.601
H 2.990 -2.114 -2.303
H -0.924 5.696 -2.940
O 2.521 2.212 -1.914
H 2.937 2.584 -1.057
H -1.580 1.164 -0.381
O -0.528 5.759 -2.090
H 0.364 5.377 -2.215
C -2.827 1.910 -2.814
H -3.789 1.629 -3.285
H -2.884 2.948 -2.471
H -2.016 1.796 -3.540
C -4.188 0.971 -0.542
H -4.112 1.906 0.035
H -5.035 1.045 -1.248
H -4.351 0.137 0.153
C 2.371 -3.411 0.499
H 3.353 -3.808 0.223
H 2.251 -3.474 1.581
H 1.608 -4.034 0.016
C 3.834 -0.927 0.292
H 3.834 -0.474 1.290
H 4.616 -1.697 0.258
H 4.074 -0.144 -0.438
C -1.602 -1.783 1.388
Si -1.219 -0.445 2.657
C -2.784 0.492 3.107
C -0.598 -1.299 4.192
N -0.053 0.565 1.812
C 0.971 1.310 2.382
C 1.487 2.378 1.580
C 2.819 2.767 1.738
C 3.575 2.230 2.786
C 2.992 1.366 3.723
C 1.664 0.971 3.572
H -2.077 -2.616 1.928
H -0.692 -2.183 0.912
H -2.304 -1.442 0.614
H -3.493 -0.190 3.604
H -2.585 1.315 3.809
H -3.293 0.914 2.230
H 0.424 -1.676 4.063
H -0.624 -0.659 5.084
H -1.249 -2.165 4.390
H 0.797 2.903 0.892
H 3.277 3.499 1.064
H 4.624 2.505 2.905
H 3.568 1.002 4.581
H 1.178 0.333 4.306

=====

Record 8
ORCA calculation (ωB97M-V/def2-TZVPD) on a cluster of 2 separate species, C6H14O in total at a distorted geometry.

The energy above the lowest of the compared OMol25 structures with the same formula, charge and spin is 182.31 kJ/mol. Its SMILES is C/C=C/CCC.O. The HOMO-LUMO gap is 0.3643 hartree. Its total energy is -8495.0028 eV. The value obtained for the HOMO energy is -9.122 eV.

Geometry (Å):
C -1.440 -3.433 -1.561
C -1.077 -1.953 -1.352
C -0.468 -1.266 -0.362
C -0.560 0.187 0.007
C 0.667 1.069 -0.174
C 1.775 0.736 0.865
H -2.193 -3.352 -2.349
H -0.632 -4.037 -1.940
H -1.965 -3.812 -0.690
H -1.787 -1.273 -1.822
H 0.474 -1.734 -0.029
H -0.889 0.265 1.081
H -1.465 0.608 -0.491
H 0.374 2.104 -0.020
H 1.189 0.924 -1.127
H 2.175 -0.265 0.828
H 2.595 1.425 0.615
H 1.460 0.994 1.886
O 0.968 4.392 2.306
H 0.133 4.700 2.651
H 0.665 3.724 1.678

=====

> Which formula does entry 7 have?

C20H37N2NdO2P2Si

=====

> Among the records above, which one has the lowest total energy?

C13H28AgBrGaIO2

=====

> Which value of total energy does entry 8 give?

-8495.0028 eV